A 2-piece molecular cluster, CHNO3S overall in a non-equilibrium geometry, computed with wB97M-V/def2-TZVPD.

Spin multiplicity: 1
Total energy, eV: -19517.4580
F_max, eV/A: 7.12
LUMO level, eV: 4.7
ΔE to the lowest compared entry with this formula, charge and spin, kcal/mol: 50.6
Charge: -2
HOMO-LUMO gap, eV: 3.3

Structure (XYZ):
```
7
Properties=species:S:1:pos:R:3:mulliken_charge:R:1
C 2.724 -2.378 0.200 0.60
N 2.094 -1.560 0.796 -0.43
O 1.859 0.468 -1.315 -0.70
O 3.393 -3.233 -0.266 -0.55
O 2.277 1.042 1.274 -0.49
S 1.432 0.233 0.436 0.57
H -13.780 5.427 -1.125 -1.00
```